Record 1
48
Properties=species:S:1:pos:R:3:forces:R:3:mulliken_charge:R:1 method="wB97M-V/def2-TZVPD" de_lowest_kcal_mol=73.7 smiles="COCCN1C(=O)C(=O)/C(=C(/O)c2cccc(OC)c2)[C@@H]1c1ccc(C)o1" total_energy_ev=-34854.6709 largest_force_ha_per_bohr=0.019
C -3.707 -3.188 -1.986 -0.002 -0.100 -0.037 -0.823
H -3.399 -2.923 -2.996 -0.033 -0.093 -0.020 0.233
O -3.427 -2.076 -1.174 0.071 0.279 0.114 -0.186
C -3.786 -2.279 0.177 -0.086 0.119 0.261 -0.667
C -3.471 -1.016 0.982 -0.195 -0.447 -0.116 -1.016
N -2.056 -0.801 1.116 0.096 0.012 -0.179 0.233
C -1.340 -1.205 2.191 -0.404 -0.185 0.435 0.224
O -1.802 -1.717 3.186 0.159 -0.062 0.062 -0.673
C 0.127 -0.888 1.896 0.750 -0.037 0.056 0.411
O 1.051 -1.149 2.633 -0.516 -0.059 0.054 -0.648
C 0.144 -0.287 0.570 0.057 0.127 -0.473 -0.004
C 1.216 0.132 -0.146 -0.425 -0.212 0.307 1.319
O 1.108 0.552 -1.422 0.133 -0.020 0.018 -0.606
H 0.185 0.570 -1.712 -0.041 0.039 0.102 0.445
C 2.598 0.166 0.353 0.286 0.247 0.082 -0.103
C 3.611 -0.325 -0.469 0.129 -0.123 -0.117 -0.171
C 4.931 -0.286 -0.042 -0.115 0.093 0.176 0.646
C 5.229 0.267 1.205 0.016 -0.099 -0.199 -0.565
C 4.223 0.774 2.001 0.057 -0.017 -0.055 -0.757
C 2.903 0.729 1.585 -0.159 -0.024 -0.249 -0.776
H 2.120 1.135 2.204 -0.086 -0.002 0.067 0.503
H 4.467 1.207 2.958 0.030 0.040 0.087 0.379
H 6.260 0.288 1.522 0.124 0.010 0.042 0.441
O 5.992 -0.748 -0.757 0.059 0.106 0.257 -0.453
C 5.754 -1.327 -2.017 -0.035 -0.079 -0.178 -0.793
H 5.113 -2.211 -1.938 0.007 0.038 -0.006 0.324
H 5.302 -0.610 -2.710 0.001 -0.032 0.027 0.326
H 6.731 -1.624 -2.394 -0.095 0.004 -0.018 0.233
H 3.340 -0.742 -1.426 0.033 -0.029 -0.113 0.497
C -1.272 -0.249 0.030 0.208 0.425 -0.088 0.054
C -1.710 1.144 -0.310 -0.306 -0.379 -0.870 -0.236
C -2.333 1.651 -1.413 0.357 -0.401 0.488 -0.469
C -2.503 3.036 -1.166 0.212 0.283 0.522 -0.692
C -1.973 3.275 0.068 -0.462 0.512 -0.692 0.373
O -1.490 2.129 0.591 0.170 -0.119 0.302 -0.296
C -1.852 4.521 0.867 0.126 -0.334 0.095 -1.296
H -0.803 4.755 1.047 0.043 0.081 0.023 0.296
H -2.315 5.346 0.335 -0.020 0.035 -0.023 0.352
H -2.337 4.399 1.834 -0.039 0.067 0.064 0.302
H -2.958 3.752 -1.819 -0.081 0.237 -0.077 0.460
H -2.640 1.104 -2.281 -0.070 -0.224 -0.150 0.616
H -1.410 -0.878 -0.864 0.076 0.217 0.103 0.257
H -3.875 -1.130 1.991 -0.015 0.057 -0.108 0.492
H -3.921 -0.150 0.490 -0.013 -0.025 0.081 0.285
H -3.230 -3.131 0.595 -0.074 0.058 -0.010 0.380
H -4.862 -2.498 0.250 0.070 0.002 0.008 0.512
H -4.778 -3.422 -1.981 0.024 -0.002 -0.019 0.301
H -3.152 -4.073 -1.653 -0.019 0.014 -0.034 0.338

Record 2
14
Properties=species:S:1:pos:R:3:forces:R:3:mulliken_charge:R:1 method="wB97M-V/def2-TZVPD" de_lowest_kcal_mol=39.1 total_charge=+1 total_energy_ev=-18974.0539 largest_force_ha_per_bohr=0.056
C -0.128 0.379 0.560 0.966 0.216 -1.415 0.566
C -0.377 -1.598 -1.019 -0.486 -0.793 -0.651 0.135
N 0.454 -0.631 1.088 -0.406 2.419 1.493 -0.565
N 0.068 1.738 0.493 -1.305 0.854 0.555 -0.072
N -0.678 -2.457 -1.966 -0.609 -0.027 -0.543 -0.290
N 0.575 2.613 1.569 -0.666 -2.009 0.456 -0.583
S -1.132 -0.056 -0.939 0.638 -1.280 0.576 -0.147
H 0.353 -1.846 -0.121 -1.009 0.684 -1.789 0.445
H 0.998 -0.293 1.877 0.397 -0.429 0.220 0.180
H -0.707 2.278 -0.012 1.500 -1.172 1.142 0.283
H -0.103 -3.234 -2.234 0.667 -0.461 0.883 0.267
H -1.477 -2.474 -2.619 0.363 1.098 0.640 0.251
H 0.903 3.424 1.084 0.789 0.244 0.047 0.259
H 1.251 2.158 2.239 -0.839 0.656 -1.615 0.269

Record 3
44
Properties=species:S:1:pos:R:3:forces:R:3:mulliken_charge:R:1 method="wB97M-V/def2-TZVPD" s_squared=0.762 total_charge=+1 total_energy_ev=-90695.4269 spin_multiplicity=2 largest_force_ha_per_bohr=0.056
Ir 0.519 2.905 0.473 -0.884 -2.341 1.459 1.249
O -1.929 -2.903 -5.202 -0.093 -0.089 -0.191 -0.511
S -2.891 -3.924 -4.923 1.214 0.261 -1.159 1.133
O -4.267 -3.650 -5.237 -0.697 0.091 -0.019 -0.461
O -2.438 -5.284 -4.893 0.011 -0.345 -0.023 -0.482
C -3.138 -3.716 -3.030 -0.408 0.250 1.803 0.317
N -3.840 -4.619 -2.430 -0.232 -0.396 -0.360 -0.402
C -4.007 -4.442 -1.126 0.161 0.199 0.028 -0.540
C -3.448 -3.345 -0.474 0.283 0.351 -0.158 -0.415
C -2.685 -2.456 -1.236 -0.577 -0.978 -0.140 0.287
N -2.559 -2.672 -2.555 0.109 0.140 -0.179 -0.282
C -1.943 -1.289 -0.740 0.483 0.664 0.188 1.284
C -1.960 -0.850 0.583 0.196 0.074 -0.388 -0.883
C -1.220 0.267 0.929 -0.315 -0.073 0.736 -0.334
N -0.482 0.938 0.048 0.619 2.399 0.409 -0.388
C -0.428 0.513 -1.213 0.061 -0.163 -0.640 -0.466
C -1.142 -0.588 -1.645 -0.059 0.052 0.352 -0.619
H -4.582 -5.197 -0.611 -0.061 0.029 0.111 0.449
H -3.606 -3.209 0.583 0.020 0.002 0.093 0.403
H -2.545 -1.349 1.337 -0.037 0.003 0.159 0.370
H -1.209 0.627 1.948 -0.025 0.093 -0.030 0.497
H 0.208 1.058 -1.898 -0.006 0.096 0.003 0.538
H -1.106 -0.916 -2.672 0.135 0.095 -0.102 0.674
F 2.422 1.361 0.593 -0.981 0.547 0.017 -0.354
P 3.504 2.347 -0.289 0.235 0.245 0.288 1.250
F 2.890 3.579 0.687 0.366 0.138 -0.310 -0.386
F 3.907 1.081 -1.129 0.044 0.236 0.068 -0.336
F 2.215 2.634 -1.289 0.093 0.041 -0.233 -0.363
F 4.408 3.360 -1.065 -0.182 -0.232 0.113 -0.279
F 4.589 2.063 0.854 -0.054 -0.013 -0.275 -0.313
S -1.990 6.698 -0.692 0.154 -0.222 0.031 -0.292
C -1.243 5.363 -0.302 -0.503 0.609 0.010 0.678
N -0.702 4.354 -0.010 1.259 -1.667 0.479 -0.543
S 0.478 3.053 2.989 -0.927 0.778 -2.238 -0.328
C 1.675 1.843 3.180 0.717 -0.498 0.367 0.071
N 2.967 2.216 3.421 -0.574 -0.418 -0.268 0.131
C 3.940 1.297 3.499 0.150 -0.378 0.047 -0.218
C 3.615 -0.034 3.415 -0.483 0.032 -0.062 -0.465
C 2.256 -0.355 3.252 1.117 -0.151 0.128 -0.088
N 1.328 0.564 3.138 -0.416 0.647 -0.102 -0.233
H 3.196 3.207 3.446 -0.134 -0.094 -0.105 0.338
H 4.953 1.649 3.613 0.015 0.097 0.046 0.422
H 4.373 -0.796 3.461 0.109 -0.050 0.040 0.443
H 1.917 -1.382 3.210 0.100 -0.061 0.006 0.446